{
  "formula": "C2H3LiORh",
  "method": "ωB97M-V/def2-TZVPD",
  "elements": ["O", "C", "Rh", "Li", "H", "C", "H", "H"],
  "coordinates": [[0.41, 0.43, 2.00], [0.51, -0.35, 1.07], [0.66, 1.44, -1.39], [-0.84, 1.04, -1.92], [1.28, -1.12, 1.00], [-0.38, -0.29, -0.10], [-0.21, -1.07, -0.83], [-1.41, -0.08, 0.17]],
  "mulliken_spin": [0.950, 0.047, 3.565, -0.046, 0.088, 0.348, 0.039, 0.009],
  "total_energy_ev": -7353.1566,
  "homo_energy_ev": [-17.429, -22.105],
  "multiplicity": 6,
  "charge": 2,
  "orbital_gap_ha": [0.26798, 0.29993],
  "s2": 8.770
}

***

{
  "formula": "C27H25MnN8O7S",
  "method": "ωB97M-V/def2-TZVPD",
  "elements": ["Mn", "O", "N", "O", "C", "C", "C", "C", "C", "C", "N", "C", "C", "N", "C", "C", "C", "C", "H", "H", "H", "H", "H", "H", "H", "O", "C", "O", "C", "C", "C", "C", "O", "C", "O", "C", "C", "H", "H", "H", "H", "H", "C", "N", "C", "C", "O", "N", "C", "N", "H", "H", "H", "H", "H", "H", "H", "S", "C", "N", "C", "C", "N", "H", "H", "H", "H", "H", "H"],
  "coordinates": [[0.31, 0.67, -0.51], [-1.81, 7.68, 1.34], [-0.83, 7.14, 0.87], [0.20, 7.70, 0.56], [-0.91, 5.66, 0.67], [-2.08, 5.10, 1.02], [-2.28, 3.69, 0.88], [-3.46, 3.03, 1.26], [-3.55, 1.66, 1.12], [-2.45, 0.96, 0.60], [-1.34, 1.58, 0.23], [-1.24, 2.92, 0.37], [0.01, 3.53, 0.00], [0.95, 2.68, -0.48], [2.12, 3.17, -0.84], [2.41, 4.53, -0.74], [1.47, 5.40, -0.25], [0.21, 4.91, 0.14], [-2.87, 5.72, 1.41], [-4.29, 3.60, 1.65], [-4.43, 1.12, 1.42], [-2.47, -0.11, 0.49], [2.86, 2.48, -1.23], [3.39, 4.89, -1.05], [1.69, 6.45, -0.17], [0.93, 0.77, 1.62], [0.63, -0.44, 1.68], [0.12, -0.98, 0.60], [0.85, -1.28, 2.86], [1.36, -0.69, 4.02], [1.61, -1.44, 5.16], [1.33, -2.78, 5.09], [1.49, -3.71, 6.06], [1.04, -4.96, 5.51], [0.63, -4.71, 4.16], [0.82, -3.38, 3.94], [0.56, -2.66, 2.81], [1.58, 0.37, 4.01], [2.01, -1.00, 6.07], [0.18, -5.32, 6.09], [1.87, -5.67, 5.52], [0.12, -3.12, 1.94], [-2.60, -2.23, -4.80], [-1.90, -1.33, -3.90], [-1.43, 0.00, -4.27], [-0.84, 0.46, -2.96], [-0.27, 1.52, -2.70], [-1.00, -0.50, -2.01], [-1.60, -1.54, -2.61], [-1.84, -2.67, -1.96], [-3.17, -1.63, -5.51], [-3.31, -2.84, -4.25], [-1.91, -2.87, -5.34], [-2.23, 0.65, -4.61], [-0.66, -0.05, -5.05], [-1.66, -2.68, -0.97], [-2.41, -3.40, -2.35], [2.36, -0.03, -1.40], [2.25, -1.73, -1.68], [1.86, -2.65, -0.82], [2.07, -4.01, -1.33], [2.68, -3.76, -2.72], [2.69, -2.29, -2.80], [1.38, -2.40, 0.03], [1.12, -4.55, -1.38], [2.74, -4.55, -0.67], [2.06, -4.17, -3.52], [3.68, -4.16, -2.82], [3.20, -1.76, -3.49]],
  "mulliken_spin": [3.994, 0.000, 0.000, 0.000, -0.003, 0.000, 0.003, 0.010, -0.001, 0.023, -0.080, -0.007, 0.024, 0.001, 0.018, 0.000, 0.006, -0.002, 0.000, 0.000, 0.000, 0.000, -0.006, 0.000, 0.000, 0.063, 0.001, 0.018, -0.016, 0.002, 0.000, 0.003, 0.001, 0.000, 0.000, 0.001, 0.009, 0.007, 0.000, 0.000, 0.000, 0.004, 0.001, 0.002, 0.000, -0.013, 0.029, 0.024, 0.007, 0.002, 0.000, 0.000, 0.000, 0.000, 0.000, 0.003, 0.000, -0.135, 0.012, 0.000, 0.000, 0.000, -0.004, 0.001, 0.000, 0.000, 0.000, 0.000, 0.001],
  "total_energy_ev": -96801.9009,
  "homo_energy_ev": [-12.604, -12.603],
  "multiplicity": 5,
  "charge": 2,
  "orbital_gap_ha": [0.19896, 0.24135],
  "s2": 6.086
}

***

{
  "formula": "C38H39CrFIN12O4S3",
  "method": "ωB97M-V/def2-TZVPD",
  "elements": ["Cr", "N", "C", "N", "C", "C", "S", "C", "C", "S", "C", "N", "N", "H", "H", "H", "H", "H", "H", "S", "C", "N", "N", "C", "C", "C", "C", "C", "C", "N", "N", "C", "C", "C", "C", "C", "C", "H", "H", "H", "H", "H", "H", "H", "H", "H", "H", "H", "F", "C", "C", "C", "C", "O", "C", "C", "N", "C", "C", "C", "C", "C", "C", "N", "C", "C", "N", "C", "C", "C", "O", "O", "H", "H", "H", "H", "H", "H", "H", "H", "H", "H", "H", "H", "H", "H", "H", "H", "H", "H", "N", "C", "O", "C", "I", "H", "H", "H", "H"],
  "coordinates": [[1.91, 0.41, 0.76], [-0.20, -2.18, -0.27], [-0.01, -1.99, 1.04], [0.87, -1.15, 1.55], [0.91, -1.23, 2.94], [0.02, -2.07, 3.49], [-0.90, -2.85, 2.26], [1.94, -0.43, 3.59], [2.35, -0.44, 4.87], [3.70, 0.63, 5.06], [3.61, 1.03, 3.37], [2.66, 0.40, 2.74], [4.46, 1.89, 2.79], [0.40, -1.67, -0.91], [-0.74, -2.96, -0.59], [-0.15, -2.28, 4.53], [1.96, -1.00, 5.70], [5.23, 2.29, 3.29], [4.32, 2.09, 1.81], [1.80, 0.19, -1.68], [3.52, -0.10, -1.81], [4.02, -0.17, -3.03], [5.30, -0.20, -3.29], [6.40, 0.31, -2.59], [7.67, -0.13, -2.98], [8.80, 0.39, -2.37], [8.67, 1.37, -1.40], [7.41, 1.81, -1.02], [6.28, 1.28, -1.60], [4.21, -0.42, -0.72], [3.51, -0.57, 0.37], [4.23, -1.40, 1.29], [3.66, -2.57, 1.78], [4.39, -3.40, 2.62], [5.69, -3.07, 2.98], [6.26, -1.91, 2.48], [5.55, -1.09, 1.63], [5.48, -0.55, -4.22], [7.76, -0.89, -3.75], [9.77, 0.04, -2.67], [9.56, 1.80, -0.95], [7.32, 2.59, -0.26], [5.30, 1.64, -1.31], [2.67, -2.86, 1.47], [3.94, -4.32, 2.98], [6.25, -3.73, 3.63], [7.28, -1.66, 2.74], [6.00, -0.20, 1.22], [-3.44, -0.96, -3.84], [-3.66, -0.55, -2.57], [-2.58, -0.12, -1.85], [-2.72, 0.34, -0.54], [-1.51, 0.73, 0.18], [-0.40, 0.73, -0.38], [-1.71, 1.07, 1.56], [-2.97, 1.13, 2.05], [-4.11, 0.87, 1.34], [-5.34, 1.26, 2.01], [-6.57, 1.74, 1.29], [-6.60, 0.44, 2.05], [-4.00, 0.38, 0.05], [-5.07, -0.11, -0.70], [-4.94, -0.57, -2.01], [-6.11, -1.05, -2.66], [-7.28, -0.18, -2.70], [-8.54, -1.04, -2.59], [-8.22, -2.41, -3.10], [-7.37, -2.31, -4.33], [-5.99, -1.80, -3.92], [-0.51, 1.34, 2.45], [-0.66, 1.23, 3.66], [0.56, 1.68, 1.83], [-1.59, -0.10, -2.30], [-3.10, 1.42, 3.08], [-5.11, 1.79, 2.91], [-6.58, 1.74, 0.21], [-7.08, 2.59, 1.72], [-6.64, -0.50, 1.54], [-7.13, 0.43, 2.99], [-6.06, -0.18, -0.27], [-7.29, 0.40, -3.63], [-7.25, 0.53, -1.88], [-9.35, -0.63, -3.19], [-8.88, -1.14, -1.56], [-9.07, -2.95, -3.27], [-7.66, -2.90, -2.39], [-7.87, -1.63, -5.02], [-7.29, -3.29, -4.81], [-5.59, -1.20, -4.74], [-5.31, -2.63, -3.75], [2.94, 4.53, 0.64], [2.35, 3.44, 0.16], [2.84, 2.32, 0.41], [1.22, 3.68, -0.80], [-0.38, 4.80, 0.09], [3.68, 4.45, 1.32], [2.55, 5.44, 0.48], [0.81, 2.74, -1.14], [1.56, 4.28, -1.64]],
  "mulliken_spin": [3.086, 0.008, 0.061, -0.142, 0.009, 0.007, -0.002, -0.007, 0.004, -0.001, 0.031, -0.073, 0.002, -0.016, 0.001, 0.000, 0.000, 0.000, 0.008, -0.035, -0.039, 0.188, 0.264, -0.044, 0.064, -0.034, 0.061, -0.031, 0.056, -0.067, -0.399, 0.031, -0.020, 0.009, -0.018, 0.013, -0.035, -0.015, -0.001, -0.001, 0.003, 0.000, 0.010, 0.001, 0.000, -0.001, 0.000, 0.003, 0.000, 0.000, 0.007, -0.001, -0.007, 0.003, 0.011, 0.002, 0.000, 0.000, 0.000, 0.000, -0.002, 0.000, 0.001, 0.000, 0.000, 0.000, 0.000, 0.000, 0.000, 0.002, 0.004, 0.030, 0.000, -0.001, 0.000, 0.000, 0.000, 0.000, 0.000, 0.000, 0.000, 0.000, 0.000, 0.000, 0.000, 0.000, 0.000, 0.000, 0.000, 0.000, 0.002, 0.007, -0.005, 0.013, 0.001, 0.000, 0.000, -0.007, -0.001],
  "total_energy_ev": -137844.2195,
  "homo_energy_ev": [-11.238, -11.466],
  "multiplicity": 4,
  "charge": 2,
  "orbital_gap_ha": [0.24618, 0.24261],
  "s2": 4.204
}